[1]
C30H41As2O8PS3Si2W | ωB97M-V with the def2-TZVPD basis set

Positions of all 88 atoms, in Å:
W 0.251255 -0.751917 -1.593377
O 0.533690 -2.123406 -2.962737
As 2.418540 0.359690 -3.020509
O 4.056536 0.611720 -2.814681
O 1.526467 0.617916 -1.424703
C 1.755762 2.301902 -3.420271
C 2.610554 3.331126 -3.788216
C 2.198119 4.656114 -3.766020
C 0.929052 4.993604 -3.316029
C 0.059071 4.000673 -2.890915
C 0.477538 2.679806 -2.964303
S -0.738082 1.430109 -2.610386
O -2.007292 1.930417 -3.045110
O -0.301468 0.233559 -3.428327
O -0.831858 0.853499 -1.202691
H 1.298325 -2.519408 -3.367138
H 3.620322 3.060538 -4.083809
H 2.868448 5.441149 -4.098967
H 0.616799 6.031040 -3.287429
H -0.933362 4.222497 -2.516871
O 2.220672 -1.785817 -1.219826
C 1.834335 -1.520572 -0.057174
O 0.494092 -1.525238 0.115886
C 2.642800 -0.870011 0.999609
P 1.678092 0.815257 1.369328
C 1.761283 0.532442 3.212950
C 0.958130 -0.517779 3.671643
C 0.976253 -0.923344 4.998589
C 1.800963 -0.283497 5.916263
C 2.599453 0.759140 5.481126
C 2.584373 1.159647 4.145167
C 3.037958 2.028105 1.129006
C 4.067558 1.832994 0.206788
C 5.017720 2.824356 -0.015596
C 4.973898 4.014917 0.695995
C 3.943177 4.227528 1.604464
C 2.968812 3.257006 1.795685
H 3.668466 -0.756166 0.670042
H 2.569079 -1.398524 1.943126
H 0.301710 -1.022608 2.963985
H 0.345074 -1.744817 5.315070
H 1.833939 -0.608979 6.948562
H 3.249396 1.270629 6.181822
H 3.237902 1.963424 3.838136
H 4.127958 0.931582 -0.393310
H 5.780776 2.659657 -0.767274
H 5.728050 4.776288 0.529259
H 3.879514 5.160875 2.153056
H 2.128913 3.462930 2.451386
C -2.605531 0.363146 3.923594
C -1.969974 0.955658 2.672264
S -1.876035 -0.058808 1.317044
C -1.477773 2.279413 2.751873
C -1.535441 2.983878 4.098790
S -0.786906 3.150561 1.469935
H -2.893709 -0.666921 3.732333
H -3.496508 0.929872 4.222091
H -1.903671 0.379668 4.767704
H -0.902056 2.471577 4.835767
H -2.555240 3.007190 4.502024
H -1.180202 4.004388 3.985757
C -5.459871 -3.451156 -1.933986
Si -4.073836 -2.360851 -2.649181
C -4.033754 -3.055771 -4.426420
C -4.914140 -0.685254 -2.976888
As -1.971348 -1.644095 -2.027618
Si -1.027888 -3.479972 -0.856062
C -1.339090 -3.583192 1.024868
C -2.186038 -4.950382 -1.355206
C 0.577532 -4.487052 -1.060741
H -6.366981 -3.276104 -2.520294
H -5.673514 -3.232303 -0.881252
H -5.195661 -4.510661 -2.009604
H -4.997979 -2.965040 -4.937729
H -3.717260 -4.106264 -4.452709
H -3.283977 -2.470583 -4.969015
H -5.607591 -0.693862 -3.823646
H -4.092960 0.005234 -3.190940
H -5.432248 -0.307244 -2.088702
H -2.073515 -2.832145 1.321075
H -0.429966 -3.388444 1.600112
H -1.720976 -4.573787 1.299065
H -3.195570 -4.744190 -0.972852
H -1.837465 -5.900792 -0.937066
H -2.273329 -5.047771 -2.447075
H 1.482788 -3.915661 -0.896462
H 0.639074 -4.920108 -2.062894
H 0.569843 -5.302207 -0.329208

Atoms 1-6, force components in eV/Å:
1.4 -2.3 -3.5
-1.5 -0.6 0.0
2.2 1.0 -2.3
-0.3 0.3 0.4
0.3 0.6 0.7
-0.5 -0.2 1.0

* calculated total energy: -229207.6525 eV
* 2S+1: 3
* total charge: -2
* expectation value of S²: 2.02
* highest occupied orbital energy (alpha / beta): -1.000 / -1.763 eV
* largest force on an atom: 4.45 eV/A
* molecular weight: 1046.68 g/mol
* relative energy (zero: lowest compared OMol25 entry of this formula, charge and spin): 5.4252 eV
* orbital gap (alpha / beta): 5.378 / 6.136 eV


[2]
C4H10NOS | ωB97M-V with the def2-TZVPD basis set

Positions of all 17 atoms, in Å:
C -1.667138 0.854597 0.146383
C -1.883840 -1.657231 -0.320025
C 3.053164 0.760516 -0.394067
C -1.120254 -0.413866 -0.515670
N 0.821222 -0.307384 1.242185
O 0.857661 0.834914 1.730858
S 2.188618 -0.746808 0.063202
H -1.755619 0.862179 1.299633
H -1.053562 1.733250 -0.273259
H -2.591680 1.161009 -0.146198
H -1.175385 -2.513703 -0.250778
H -2.616389 -1.902266 -1.085132
H -2.518107 -1.569758 0.595092
H 2.263843 1.353661 -0.725572
H 3.955135 0.576037 -1.031763
H 3.411044 1.243982 0.567663
H -0.168708 -0.269127 -0.902545

Atoms 1-6, force components in eV/Å:
3.2 0.3 0.4
0.5 -0.7 0.7
1.6 -0.4 2.4
-2.4 2.1 1.7
-0.6 -0.2 0.4
0.3 0.4 0.0

* calculated total energy: -18678.7552 eV
* total charge: -1
* highest occupied orbital energy (alpha / beta): -1.465 / -2.526 eV
* largest force on an atom: 3.58 eV/A
* molecular weight: 120.20 g/mol
* relative energy (zero: lowest compared OMol25 entry of this formula, charge and spin): 6.3407 eV
* orbital gap (alpha / beta): 5.319 / 6.373 eV


[3]
C12H27AgN3NbO2 | ωB97M-V with the def2-TZVPD basis set

Positions of all 46 atoms, in Å:
N 1.177336 -0.656522 1.309165
C 1.841083 -0.746995 2.326551
O 2.471100 -0.884703 3.332298
Ag -1.553600 -2.891170 1.341250
Nb -0.151955 0.118132 -0.052253
N -0.307997 -1.413856 -1.261355
N 1.098868 1.422215 -0.838171
C 0.298263 -2.570438 -1.866970
C 2.512648 1.726071 -0.826236
C -0.779530 -3.523602 -2.370897
C 1.109427 -2.124949 -3.085814
C 1.166899 -3.259734 -0.822206
C 2.832187 2.373323 0.516639
C 2.875756 2.686191 -1.950312
C 3.320766 0.440002 -0.996254
H -1.475731 -3.805150 -1.571064
H -0.255058 -4.416754 -2.728947
H -1.331789 -3.079824 -3.208449
H 0.449040 -1.653391 -3.825232
H 1.553621 -3.026139 -3.524486
H 1.908639 -1.422482 -2.819980
H 1.914134 -2.584061 -0.380694
H 1.673258 -4.091301 -1.332526
H 0.549634 -3.673706 -0.004142
H 2.246308 3.293848 0.632029
H 3.901667 2.611728 0.540620
H 2.590183 1.693442 1.341936
H 2.436291 3.678318 -1.791602
H 2.568364 2.289633 -2.926394
H 3.966698 2.789901 -1.938056
H 4.383241 0.721291 -0.976444
H 3.109079 -0.020267 -1.972017
H 3.132618 -0.288832 -0.197324
C -1.441102 -0.796413 -2.008171
H -1.773693 0.165378 -1.512283
H -1.176098 -0.578344 -3.059143
H -2.299022 -1.490083 -1.981298
C 0.147815 2.495078 -1.240248
H -0.901670 2.194929 -0.982859
H 0.361541 3.450518 -0.725728
H 0.207447 2.655333 -2.332928
C -2.271398 0.640141 2.225869
O -1.640096 0.696864 0.955144
H -2.053978 -0.330419 2.714685
H -3.349946 0.760336 2.071743
H -1.884804 1.466873 2.836136

Atoms 1-6, force components in eV/Å:
-1.6 0.6 -0.8
1.7 -0.6 3.2
-2.0 0.5 -3.4
0.4 0.1 -0.4
3.5 0.5 0.7
-1.6 1.3 1.1

* calculated total energy: -26980.8612 eV
* total charge: +2
* highest occupied orbital energy (alpha / beta): -15.552 / -15.554 eV
* largest force on an atom: 4.02 eV/A
* molecular weight: 446.14 g/mol
* orbital gap (alpha / beta): 6.202 / 6.203 eV


[4]
C5H13NS | ωB97M-V with the def2-TZVPD basis set

Positions of all 20 atoms, in Å:
C 1.442047 1.072180 0.522224
N 0.633418 0.141667 -0.279865
C -0.639985 -0.110286 0.499351
C -1.532135 -0.930955 -0.388121
S -2.586567 -1.968159 0.753903
C 2.657838 1.646619 -0.166515
C 2.594305 2.208340 -1.673371
H 0.784821 1.874285 0.893636
H 1.832945 0.574545 1.451794
H 1.060365 -0.790976 -0.333351
H -1.069341 0.885360 0.663860
H -0.498932 -0.529770 1.516053
H -2.223959 -0.208826 -0.850840
H -1.256390 -1.703818 -1.147664
H -2.654895 -3.046124 -0.074908
H 3.490268 0.958661 -0.044965
H 2.960922 2.531366 0.397729
H 2.599508 1.297010 -2.280461
H 1.591999 2.655472 -1.893154
H 3.357254 2.932819 -1.927077

Atoms 1-6, force components in eV/Å:
0.4 -0.2 0.8
-1.4 -0.8 1.3
2.0 0.9 -0.4
-2.1 -1.1 0.0
0.3 0.3 -0.8
0.9 1.8 -1.2

* calculated total energy: -17710.9191 eV
* 2S+1: 2
* total charge: +1
* expectation value of S²: 0.75
* highest occupied orbital energy (alpha / beta): -13.273 / -13.176 eV
* largest force on an atom: 2.95 eV/A
* molecular weight: 119.23 g/mol
* relative energy (zero: lowest compared OMol25 entry of this formula, charge and spin): 1.8769 eV
* orbital gap (alpha / beta): 9.033 / 4.046 eV


[5]
C6H17NO2 | ωB97M-V with the def2-TZVPD basis set

Positions of all 26 atoms, in Å:
C 0.627625 2.671448 -0.010843
C 0.423640 1.486711 0.951320
N -0.095899 0.302068 0.238818
C -0.474631 -0.751088 1.196240
C 0.846302 -1.326271 1.727040
C 1.865597 -1.092536 0.581514
C 1.025617 -0.304789 -0.453766
H 0.558412 2.254049 -1.015211
H 1.646973 3.051293 0.040131
H -0.154863 3.404277 0.152219
H 1.311152 1.220477 1.512006
H -0.324004 1.734038 1.710259
H -1.071272 -1.532855 0.725332
H -1.116084 -0.285033 1.945236
H 0.866170 -2.403066 1.901936
H 1.071199 -0.892063 2.704071
H 2.140404 -2.066311 0.177427
H 2.777813 -0.598465 0.916293
H 0.653833 -1.012083 -1.198996
H 1.635971 0.386378 -1.033159
O -3.330953 -1.924514 -1.496368
H -2.444220 -2.200227 -1.242328
H -3.134390 -1.099618 -1.986316
O -2.103368 0.330948 -2.797828
H -1.367423 0.021949 -3.326237
H -1.833602 0.625283 -1.918787

Atoms 1-6, force components in eV/Å:
0.3 -1.2 0.0
-1.0 0.1 0.1
0.2 0.0 -0.2
-0.2 0.2 0.2
0.3 -0.6 0.4
-0.5 0.0 0.4

* SMILES string: CCN1CCCC1.O.O
* calculated total energy: -12082.3672 eV
* highest occupied orbital energy: -9.271 eV
* largest force on an atom: 1.25 eV/A
* molecular weight: 135.21 g/mol
* relative energy (zero: lowest compared OMol25 entry of this formula, charge and spin): 0.6017 eV
* orbital gap: 9.957 eV


> Among the records above, which one has the highest largest force on an atom?

C30H41As2O8PS3Si2W


> Which formula does entry 1 have?

C30H41As2O8PS3Si2W


> Number 4 is which compound?

C5H13NS